Entry 1:
54
Properties=species:S:1:pos:R:3:lowdin_charge:R:1 method="wB97M-V/def2-TZVPD" e_homo_ev=-14.561 e_above_lowest_kj_mol=0.0 fmax_ev_per_a=0.3 multiplicity=1 charge=+2 gap_ev=6.3039
W -0.3784 0.6364 -0.1805 1.456
O -0.2899 -1.7532 -3.3164 0.204
C 0.2773 -1.3962 -2.3451 -0.550
O -0.4253 -0.8997 -1.2607 -0.255
C 1.7711 -1.3891 -2.1154 -0.224
P 2.4107 -0.0628 -1.0410 1.172
C 1.3474 1.3987 -1.4639 -0.505
C 1.0832 1.7131 -2.8327 -0.067
C 0.6796 2.9713 -3.1667 -0.027
C 0.5100 3.9728 -2.1738 -0.036
C 0.7812 3.7021 -0.8680 -0.061
C 1.2453 2.4076 -0.4734 -0.260
C 1.9339 -0.5111 0.6896 -0.452
C 2.7291 0.1111 1.6737 -0.127
C 2.6178 -0.2455 3.0006 -0.056
C 1.7285 -1.2485 3.3895 -0.041
C 0.9718 -1.9021 2.4375 -0.046
C 1.0746 -1.5479 1.0911 -0.126
H 2.2698 -1.3496 -3.0845 0.113
H 2.0621 -2.3416 -1.6604 0.121
H 1.2205 0.9638 -3.6028 0.126
H 0.4939 3.2150 -4.2048 0.133
H 0.2032 4.9671 -2.4696 0.131
H 0.7145 4.4896 -0.1273 0.123
H 1.8451 2.3316 0.4232 0.072
H 3.4794 0.8363 1.3786 0.119
H 3.2598 0.2227 3.7365 0.130
H 1.6702 -1.5476 4.4282 0.129
H 0.3296 -2.7265 2.7193 0.129
H 0.5435 -2.1524 0.3703 0.105
C -1.1192 0.9282 3.4377 -0.280
S -0.3183 1.6685 2.0016 0.799
C 0.8260 2.8303 2.7728 -0.264
H -1.8621 1.6158 3.8361 0.071
H -0.3575 0.7166 4.1839 0.059
H -1.5764 -0.0065 3.1250 0.040
H 1.7089 2.3230 3.1469 0.047
H 0.2808 3.2980 3.5907 0.073
H 1.0918 3.5974 2.0517 0.043
C -1.8047 1.9520 -1.0753 -0.140
C -2.6395 0.7838 -0.8128 -0.362
C -2.7875 0.3691 0.5340 -0.140
C -3.2843 -0.9223 0.8187 0.004
C -3.6469 -1.7565 -0.2103 -0.184
C -3.5703 -1.3213 -1.5577 0.033
C -3.0567 -0.0946 -1.8508 -0.004
C -4.1286 -3.0776 0.0854 -0.149
N -4.5022 -4.1318 0.3438 0.216
H -1.9549 2.8125 -0.4277 0.098
H -1.6660 2.2258 -2.1155 0.093
H -2.7730 1.1027 1.3278 0.092
H -3.4336 -1.2356 1.8436 0.135
H -3.9039 -1.9824 -2.3460 0.146
H -2.9509 0.2248 -2.8797 0.143

=====

Entry 2:
21
Properties=species:S:1:pos:R:3:lowdin_charge:R:1 method="wB97M-V/def2-TZVPD" e_homo_ev="1.482 / -5.123" e_above_lowest_kj_mol=58.9 fmax_ev_per_a=0.8 multiplicity=2 charge=-1 gap_ev="2.5427 / 9.1816" s_squared=0.7503
C -1.6983 2.0833 0.6235 -0.288
N -1.4487 0.6492 0.4590 -0.116
C -0.0441 0.2886 0.3229 -0.466
C 0.0518 -1.2104 0.0220 -0.278
C 1.2279 -1.6048 -0.8697 -0.327
N 1.1941 -0.9904 -2.2204 -0.025
C 0.8215 0.6585 1.5463 -0.249
H -0.8176 2.6532 0.3262 0.055
H -2.5076 2.4041 -0.0329 0.039
H -1.9472 2.3581 1.6513 0.015
H -1.8369 0.1277 1.2483 0.056
H 0.3519 0.8589 -0.5182 0.116
H 0.1612 -1.7480 0.9623 0.065
H -0.9021 -1.5058 -0.4376 0.091
H 2.1237 -1.2552 -0.3623 0.080
H 1.2421 -2.6916 -0.9620 0.084
H 0.4656 -0.2846 -2.2366 0.041
H 0.9445 -1.6993 -2.8989 0.036
H 1.0305 1.7325 1.5626 0.024
H 1.7880 0.1510 1.5021 0.035
H 0.2757 0.4034 2.4539 0.012

=====

Entry 3:
90
Properties=species:S:1:pos:R:3:lowdin_charge:R:1 method="wB97M-V/def2-TZVPD" e_homo_ev=-7.645 smiles="CC[C@@H](I)[C@@]1(S)CC(=O)O[C@H]1N(C)C(C)=O.CN(C)P(=O)(N(C)C)N(C)C.CN(C)P(=O)(N(C)C)N(C)C" fmax_ev_per_a=9.3 multiplicity=1 charge=0 gap_ev=6.4732
C -0.3389 -2.7781 -3.4309 -0.161
C -0.1072 -2.1202 -4.9501 -0.295
C 1.4429 -2.4037 -5.3975 -0.685
I 1.5814 -4.5793 -5.7817 0.829
C 2.0051 -1.4711 -6.6192 -0.628
S 3.3246 -0.4228 -5.7307 0.734
C 2.9217 -2.2159 -7.8036 -0.132
C 1.6871 -2.5849 -8.8700 -0.226
O 1.7124 -3.3249 -9.9824 0.007
O 0.4388 -1.8911 -8.4083 -0.058
C 0.9721 -0.7153 -7.6421 -0.265
N -0.0307 0.2878 -7.1243 -0.099
C -1.2800 0.3747 -7.9709 -0.063
C 0.5717 1.6346 -6.8081 -0.281
C 1.8380 2.3562 -7.5548 -0.053
O -0.0380 2.3485 -5.8215 -0.058
H -0.8424 -1.9351 -2.7528 0.073
H -1.1128 -3.6713 -3.4402 0.080
H 0.6768 -3.0409 -2.8975 0.066
H -0.7929 -2.7074 -5.7302 0.107
H -0.3993 -0.9905 -4.8444 0.112
H 2.1250 -2.1885 -4.4441 0.056
H 2.7714 -0.0693 -4.4595 -0.079
H 3.6469 -3.0755 -7.4811 0.110
H 3.6700 -1.3552 -8.1510 0.121
H 1.7277 -0.2791 -8.4564 0.160
H -1.8468 -0.6491 -8.0311 0.113
H -0.9783 0.8343 -9.0037 0.107
H -2.0043 1.1451 -7.4174 0.121
H 2.7852 1.6611 -7.6649 0.051
H 1.5452 2.7211 -8.6523 0.103
H 2.0988 3.3433 -6.9360 0.110
O 0.1254 -0.6775 -0.5047 -0.304
P 1.5895 -0.7222 -0.0029 0.748
N 1.0862 -0.6955 1.6067 -0.339
C 1.1094 0.3332 2.6170 -0.127
C 0.6268 -1.9635 2.1651 -0.110
N 1.9366 0.8384 -0.6692 -0.293
C 2.4266 2.0061 0.0345 -0.144
C 0.9974 1.3378 -1.6990 -0.144
N 3.2726 -0.7736 0.5740 -0.299
C 3.8183 -2.0760 0.1450 -0.160
C 3.8549 -0.4708 1.8725 -0.138
H 1.7762 0.0704 3.4480 0.077
H 0.1137 0.4838 3.0584 0.078
H 1.4260 1.3073 2.2612 0.057
H 1.4720 -2.6390 2.3281 0.068
H -0.0764 -2.4540 1.4854 0.075
H 0.1067 -1.8460 3.1255 0.066
H 1.6601 2.4647 0.6609 0.077
H 2.7533 2.7788 -0.6697 0.080
H 3.3201 1.8077 0.6289 0.065
H 0.0621 1.6925 -1.2425 0.090
H 0.7661 0.5660 -2.4397 0.056
H 1.4209 2.1782 -2.2693 0.080
H 3.3457 -2.8957 0.6943 0.068
H 4.9057 -2.1390 0.2834 0.080
H 3.6309 -2.2263 -0.9245 0.072
H 3.5564 -1.1893 2.6472 0.086
H 3.6425 0.5408 2.2166 0.062
H 4.9510 -0.5088 1.8110 0.095
O -1.3618 2.2365 5.2250 -0.306
P -2.1446 1.6639 6.4319 0.751
N -2.4873 0.2416 5.5926 -0.341
C -3.6926 -0.2622 4.9819 -0.134
C -1.4198 -0.7523 5.5352 -0.124
N -3.3686 2.8826 6.3025 -0.295
C -4.7929 2.6838 6.1280 -0.147
C -3.0178 4.0864 5.5152 -0.149
N -3.0446 1.0057 7.8194 -0.300
C -2.0613 0.8306 8.9059 -0.162
C -3.9934 -0.0931 7.9177 -0.139
H -4.0515 -1.1705 5.4823 0.076
H -3.5245 -0.5370 3.9306 0.088
H -4.5213 0.4372 4.9763 0.054
H -1.2898 -1.2317 6.5102 0.069
H -0.4708 -0.2857 5.2546 0.059
H -1.6108 -1.5451 4.7992 0.080
H -5.0447 2.3504 5.1202 0.075
H -5.3412 3.6180 6.2905 0.080
H -5.2261 2.0021 6.8621 0.064
H -3.0510 3.8768 4.4363 0.086
H -2.0243 4.4628 5.7781 0.070
H -3.7105 4.9196 5.7067 0.078
H -1.3569 0.0282 8.6676 0.068
H -2.5388 0.6067 9.8690 0.080
H -1.4919 1.7565 9.0480 0.078
H -3.5265 -1.0713 7.7431 0.086
H -4.8547 0.0189 7.2602 0.061
H -4.4278 -0.1253 8.9261 0.096

=====

Entry 4:
13
Properties=species:S:1:pos:R:3:lowdin_charge:R:1 method="wB97M-V/def2-TZVPD" e_homo_ev=-11.081 smiles="C=C([N+](=O)[O-])S(N)(=O)=O" e_above_lowest_kj_mol=213.9 fmax_ev_per_a=3.4 multiplicity=1 charge=0 gap_ev=10.0332
C -0.2734 -1.2435 1.4748 0.101
C -0.4714 -0.5358 0.3667 -0.243
N 1.0132 0.6040 -1.6041 -0.067
N -1.6640 -0.0895 -0.2820 -0.391
O -2.6298 -0.8133 -0.1700 0.108
O -1.5674 0.8750 -0.9951 0.068
O 0.4798 1.7408 0.7396 -0.281
O 2.1771 -0.1488 0.5223 -0.297
S 1.0146 0.5781 0.0792 0.669
H 0.7606 -1.2790 1.8462 0.078
H -1.0537 -1.5325 2.2447 0.119
H 0.3359 1.1421 -2.1726 0.091
H 1.8783 0.7023 -2.0497 0.045

=====

Entry 5:
14
Properties=species:S:1:pos:R:3:lowdin_charge:R:1 method="wB97M-V/def2-TZVPD" e_homo_ev=-9.800 smiles="C[C@@H](C=O)C(N)=O" e_above_lowest_kj_mol=65.5 fmax_ev_per_a=0.6 multiplicity=1 charge=0 gap_ev=10.4436
C -0.5501 -0.8109 1.2521 -0.052
C 0.1930 -0.3450 -0.0237 -0.230
C -0.1202 -1.3798 -1.1077 -0.212
O -0.4592 -2.5071 -0.8374 0.054
C 0.0354 1.0625 -0.6505 -0.497
O -0.5392 1.2330 -1.7141 0.047
N 0.6966 2.0963 -0.0535 0.159
H -1.6387 -0.8012 1.1394 0.090
H -0.2829 -1.8620 1.4148 0.080
H -0.2742 -0.2582 2.1521 0.073
H 1.2683 -0.4278 0.1968 0.149
H -0.0349 -1.0536 -2.1567 0.128
H 1.1071 2.0436 0.8624 0.101
H 0.5991 3.0104 -0.4740 0.112